# C26H27Cl5CsIN5OS3

A structure of composition C26H27Cl5CsIN5OS3 at a distorted geometry (ωB97M-V/def2-TZVPD, the Open Molecules 2025 dataset).

```
69
Properties=species:S:1:pos:R:3:forces:R:3:lowdin_charge:R:1
Cs 0.3696 -0.4756 -0.3808 -0.8 1.7 -0.6 0.88
C -0.5611 5.7593 -0.4277 0.0 0.0 0.1 -0.54
C 0.7716 5.0476 -0.1952 0.0 0.1 -0.1 -0.56
S 0.7599 3.2637 0.0183 -0.1 0.0 0.1 0.81
C -0.2493 3.0569 1.4989 -0.1 0.0 0.0 -0.54
C -1.7820 3.0994 1.3569 0.1 0.1 0.0 -0.50
S -2.3682 2.1978 -0.1017 0.0 -0.1 0.1 0.83
C -3.5673 3.3364 -0.8162 0.0 0.1 -0.1 -0.55
C -3.1555 4.7998 -1.0000 -0.1 0.0 0.1 -0.55
S -1.5656 5.1247 -1.8016 0.1 -0.1 -0.1 0.87
H -0.3530 6.8135 -0.6226 0.0 0.0 0.0 0.06
H -1.1645 5.7271 0.4781 0.0 0.0 0.0 0.05
H 1.2536 5.5138 0.6701 0.0 0.0 0.0 0.07
H 1.4349 5.2157 -1.0464 0.0 0.0 0.0 0.07
H 0.0694 3.7809 2.2547 0.0 0.0 0.0 0.09
H 0.0375 2.0724 1.8790 0.0 0.0 0.0 0.01
H -2.1455 4.1224 1.2978 0.0 0.0 0.0 0.04
H -2.2120 2.6600 2.2587 0.0 0.0 0.0 0.06
H -4.5038 3.3241 -0.2506 0.0 0.0 0.0 0.07
H -3.7821 2.8921 -1.7900 0.0 0.0 0.0 0.07
H -3.1628 5.3278 -0.0465 0.0 0.0 0.0 0.06
H -3.9248 5.2825 -1.6066 0.0 0.0 0.0 0.06
Cl -1.2428 0.1064 4.3617 0.2 0.0 0.0 0.57
C 0.5277 0.0862 4.1304 -0.2 0.0 0.1 -0.71
C 1.0079 0.1877 2.8489 0.0 -0.1 -0.1 -0.25
C 2.3777 0.1890 2.7466 0.2 0.0 -0.1 -0.72
Cl 3.0941 0.3130 1.1157 0.4 0.1 0.5 0.53
C 3.2530 0.0795 3.8274 0.0 0.0 0.0 -0.72
Cl 4.9736 0.0607 3.6245 0.0 0.0 0.0 0.64
C 2.7091 -0.0241 5.1083 0.0 0.0 0.0 -0.72
Cl 3.7425 -0.1544 6.4890 0.0 0.0 0.0 0.64
C 1.3218 -0.0169 5.2691 0.0 0.0 0.0 -0.72
Cl 0.6411 -0.1380 6.8597 0.0 0.0 0.0 0.63
N -7.1371 -3.9403 0.5263 -0.2 -0.1 0.0 0.16
C -7.9949 -5.0146 0.3866 -0.1 0.2 0.1 -0.19
C -9.3237 -5.2172 0.7525 0.1 0.0 0.0 -0.03
C -9.8673 -6.4488 0.4470 0.0 -0.1 -0.1 -0.11
C -9.1147 -7.4454 -0.2010 -0.1 0.1 0.1 -0.10
C -7.7990 -7.2307 -0.5580 0.0 0.0 0.0 -0.02
C -7.2335 -5.9926 -0.2567 0.3 -0.1 -0.1 -0.23
N -5.9476 -5.5216 -0.4996 -0.3 -0.2 0.0 0.18
C -5.9386 -4.3123 -0.0209 0.5 0.4 0.0 -0.27
C -4.7642 -3.4055 -0.0400 -0.5 -0.4 0.0 -0.14
C -4.8058 -2.1325 0.5046 0.1 0.3 0.1 -0.01
C -3.6592 -1.3487 0.4657 -0.1 -0.2 0.0 -0.13
N -2.5176 -1.7708 -0.0661 0.0 0.0 0.0 0.03
C -2.4872 -2.9910 -0.5976 -0.1 -0.1 0.0 -0.12
C -3.5817 -3.8435 -0.6115 0.3 0.0 -0.1 0.00
H -7.3444 -3.0562 0.9519 0.0 0.0 0.0 0.15
H -9.9050 -4.4525 1.2512 0.0 0.0 0.0 0.10
H -10.8967 -6.6525 0.7124 0.0 0.0 0.0 0.10
H -9.5804 -8.3969 -0.4218 0.0 0.0 0.0 0.09
H -7.2133 -7.9918 -1.0570 0.0 0.0 0.0 0.11
H -5.6974 -1.7236 0.9640 0.0 0.0 0.0 0.10
H -3.6567 -0.3438 0.8729 0.0 0.0 0.0 0.08
H -1.5378 -3.3048 -1.0189 0.0 0.0 0.0 0.10
H -3.5211 -4.8295 -1.0498 0.0 0.0 0.0 0.11
N 2.0951 -4.7412 0.6925 0.0 0.0 0.1 0.15
C 1.4935 -3.5324 0.9593 0.0 0.1 -0.1 -0.66
N 1.6646 -3.0473 2.2176 0.0 -0.1 0.1 0.19
O 0.8531 -2.9321 0.1031 0.3 -1.7 0.4 -0.28
H 2.2838 -5.3717 1.4521 0.0 0.0 0.0 0.09
H 1.8080 -5.1592 -0.1755 0.0 0.0 0.0 0.10
H 2.3913 -3.4169 2.8042 0.1 0.0 0.0 0.11
H 1.3952 -2.0845 2.3862 -0.1 -0.1 0.0 0.06
I 1.8524 -0.7351 -3.6395 0.3 -0.1 -0.3 0.32
C -0.1434 0.1649 -3.4113 -0.4 0.1 0.1 -0.80
H -0.7411 -0.4818 -4.0706 0.1 0.0 -0.1 -0.15
H -0.0218 1.1105 -3.9558 0.1 0.0 -0.1 -0.15
```
Positions in Å, forces in eV/Å.

Computed properties:
2S+1: 1
Gap between HOMO and LUMO (eV): 4.9325
HOMO level (eV): -3.14
Energy relative to the best compared isomer or geometry (same formula, charge and spin) (kJ/mol): 173.5
Total charge: -1
E_LUMO (eV): 1.7921

=====

# C5H11NO

A cluster of 2 separate species, C5H11NO in total (ωB97M-V/def2-TZVPD, the Open Molecules 2025 dataset).

```
18
Properties=species:S:1:pos:R:3:forces:R:3:lowdin_charge:R:1
C 2.7954 0.1193 0.0369 0.2 0.0 0.1 -0.07
N 1.3658 -0.0122 -0.1708 -0.2 0.1 0.0 0.01
C 0.5223 0.9779 0.2192 0.1 0.0 0.0 -0.60
O 0.8544 1.9634 0.8901 0.0 -0.2 -0.1 0.05
C -0.8476 1.1273 -0.2217 -0.1 0.1 0.3 0.07
C -1.3752 -1.6349 -0.8659 0.0 -0.1 0.0 -0.05
C -1.8841 0.9985 0.8244 0.0 -0.1 -0.1 -0.14
H 3.3108 0.4313 -0.8794 -0.1 0.0 0.1 0.09
H 3.2203 -0.8260 0.3869 -0.1 0.1 -0.1 0.08
H 2.9469 0.8859 0.7984 0.0 -0.1 -0.1 0.08
H 1.0395 -0.6569 -0.8750 0.0 0.1 0.1 0.12
H -1.2741 -0.6223 -1.2841 0.0 -0.2 0.0 0.00
H -0.8612 -1.7082 0.0968 -0.1 0.0 -0.2 0.03
H -0.9485 -2.3534 -1.5699 -0.1 0.1 0.1 0.03
H -2.4389 -1.8392 -0.7248 0.2 0.0 0.0 0.04
H -2.8958 0.9545 0.4118 0.2 0.0 0.1 0.07
H -1.7400 0.2241 1.5919 0.1 0.1 -0.1 0.09
H -1.7900 1.9707 1.3351 0.0 0.0 0.0 0.10
```
Positions in Å, forces in eV/Å.

Computed properties:
2S+1: 1
Gap between HOMO and LUMO (eV): 8.5692
HOMO level (eV): -8.62
Energy relative to the best compared isomer or geometry (same formula, charge and spin) (kJ/mol): 383.7
Total charge: 0
E_LUMO (eV): -0.0488

=====

# C27H28ClN3O4S

A cluster of 2 separate species, C27H28ClN3O4S in total at a distorted geometry (ωB97M-V/def2-TZVPD, the Open Molecules 2025 dataset).

```
64
Properties=species:S:1:pos:R:3:forces:R:3:lowdin_charge:R:1
C 4.0329 -4.7997 1.0416 -0.2 0.2 0.3 -0.06
O 3.4336 -3.8803 1.9692 -0.4 -0.3 -0.3 -0.08
C 2.4052 -3.1028 1.5568 0.0 0.3 -0.4 -0.26
C 1.9757 -2.1115 2.4722 0.3 -0.3 -0.4 0.01
C 1.1654 -1.0950 2.0384 -0.2 0.0 -0.4 -0.01
C 0.8004 -0.9966 0.6673 0.6 0.0 0.0 -0.20
C 0.0728 0.1392 0.1651 -0.6 -1.1 0.1 -0.02
C -0.6510 1.0170 0.9765 0.5 1.1 1.0 -0.19
C -2.1272 1.1375 0.7631 0.9 0.8 -0.8 -0.08
N -2.9114 -0.1591 0.9419 -0.2 0.3 0.2 -0.03
C -2.8787 -0.8634 2.1037 -0.1 -0.2 -0.5 0.01
C -3.7328 -1.9285 2.3117 0.4 0.3 -0.2 0.04
C -4.7481 -2.2006 1.3606 -0.7 0.0 0.2 -0.20
N -5.7900 -3.0421 1.6220 0.6 0.3 -0.1 -0.19
C -7.1160 -2.7848 1.1073 -0.2 -0.2 -0.4 -0.05
C -5.6614 -4.2473 2.4110 0.0 0.0 0.4 -0.04
C -4.7314 -1.4677 0.1500 0.2 0.3 0.0 0.02
C -3.7981 -0.4808 -0.0284 0.0 0.0 0.3 -0.01
C 0.0948 1.9863 1.8502 0.7 -1.4 0.2 -0.43
C -0.7045 3.0824 2.5156 0.1 0.1 -0.1 -0.02
O 1.3191 1.9332 1.9977 -1.5 0.0 -0.2 0.05
C 1.0872 -2.0968 -0.1765 -0.4 0.6 0.1 -0.01
C 1.8060 -3.1824 0.2750 0.8 -0.2 0.7 -0.01
H 4.8176 -5.2719 1.6283 0.0 -0.1 -0.2 0.09
H 3.3166 -5.5609 0.7019 0.1 0.2 0.1 0.09
H 4.4682 -4.2806 0.1774 -0.2 0.0 0.2 0.10
H 2.3670 -2.1189 3.4850 0.0 -0.1 -0.1 0.12
H 0.8282 -0.3379 2.7430 0.2 -0.1 -0.3 0.11
H -0.0698 0.2090 -0.9203 -0.7 -0.8 0.2 0.08
H -2.5578 1.8805 1.4475 0.0 -0.4 -0.2 0.12
H -2.3520 1.4413 -0.2714 -0.2 -0.1 0.2 0.13
H -2.1655 -0.5167 2.8550 -0.1 -0.2 -0.4 0.15
H -3.6629 -2.4837 3.2422 -0.1 0.2 -0.1 0.12
H -7.1890 -1.7833 0.6792 0.0 -0.2 0.1 0.09
H -7.3869 -3.5180 0.3400 -0.1 0.1 0.0 0.10
H -7.8428 -2.8674 1.9218 0.1 0.0 0.0 0.10
H -4.6116 -4.4404 2.6490 -0.2 0.0 -0.1 0.09
H -6.2341 -4.1648 3.3450 0.1 -0.1 -0.1 0.10
H -6.0641 -5.0957 1.8385 0.2 0.2 0.1 0.10
H -5.4552 -1.6590 -0.6396 0.3 0.0 0.2 0.12
H -3.7485 0.1281 -0.9322 0.0 -0.3 0.3 0.14
H -1.4342 2.6449 3.2079 0.0 0.2 -0.1 0.08
H -0.0006 3.7127 3.0685 -0.3 -0.1 -0.2 0.09
H -1.2348 3.6625 1.7469 0.1 0.1 0.4 0.09
H 0.7012 -2.0996 -1.1957 0.2 0.1 0.2 0.12
H 1.9747 -4.0530 -0.3599 0.1 0.4 0.1 0.11
N 5.6159 6.6023 -6.9490 -0.9 -1.5 1.9 0.13
C 5.2170 5.9149 -6.0885 0.8 1.2 -1.6 -0.18
C 4.7561 5.0578 -5.0170 -0.2 -0.2 0.3 -0.24
C 4.4220 3.7171 -5.2534 -0.1 -0.2 0.1 -0.03
C 3.9963 2.8942 -4.1982 0.1 0.2 -0.3 -0.06
C 3.8754 3.4033 -2.8989 0.1 0.2 -0.3 -0.24
S 3.5005 2.3606 -1.4423 -2.1 -1.5 1.0 0.57
C 1.9843 1.5043 -1.5048 1.4 2.0 1.0 -0.83
Cl 1.4214 0.8275 -2.9234 -0.6 -1.1 -1.5 0.54
O 4.5905 1.4107 -1.3961 0.7 0.5 -0.5 -0.35
O 3.2954 3.2622 -0.3266 0.9 0.4 0.0 -0.37
C 4.1930 4.7489 -2.6760 0.0 0.1 -0.1 -0.05
C 4.6284 5.5695 -3.7208 0.0 0.0 0.2 -0.03
H 4.5062 3.3337 -6.2777 -0.1 0.0 0.5 0.12
H 3.7705 1.8510 -4.4066 0.0 0.2 0.1 0.10
H 1.4384 1.4790 -0.5632 0.2 0.8 -0.7 -0.03
H 4.1129 5.1580 -1.6729 0.0 -0.2 -0.1 0.11
H 4.8698 6.6217 -3.5348 -0.1 -0.5 0.0 0.12
```
Positions in Å, forces in eV/Å.

Computed properties:
2S+1: 1
Gap between HOMO and LUMO (eV): 3.8186
HOMO level (eV): -5.09
Energy relative to the best compared isomer or geometry (same formula, charge and spin) (kJ/mol): 343.8
Total charge: 0
E_LUMO (eV): -1.2677